No. 1
C40H46Cl2MnN5O4Si3 | the ωB97M-V functional and the def2-TZVPD basis

Structure (ORCA input):
```
! wB97M-V def2-TZVPD RIJCOSX def2/J DEFGRID3
* xyz -1 2
Mn 0.983 -0.097 0.006
O -0.647 -3.554 -1.269
C -0.050 -2.510 -1.087
N -0.441 -1.364 -0.477
C -1.677 -1.208 0.092
O -2.647 -1.935 0.034
C -1.725 0.073 0.906
C -2.858 0.396 1.621
C -2.824 1.504 2.454
C -1.661 2.246 2.531
C -0.574 1.867 1.758
N -0.610 0.817 0.947
C 1.387 -2.387 -1.607
C 1.936 -3.425 -2.336
C 3.198 -3.259 -2.881
C 3.864 -2.061 -2.677
C 3.256 -1.082 -1.910
N 2.044 -1.239 -1.381
H -3.723 -0.241 1.524
H -3.689 1.771 3.049
H -1.574 3.100 3.189
H 0.362 2.400 1.800
H 1.346 -4.321 -2.466
H 3.654 -4.048 -3.465
H 4.843 -1.878 -3.097
H 3.753 -0.142 -1.712
C -0.864 2.369 -4.904
Si -0.406 1.244 -3.434
C 0.519 -0.184 -4.279
C -2.034 0.392 -2.996
C 0.388 2.176 -2.071
Si -0.643 3.562 -1.458
C 0.134 4.510 0.006
C -2.394 3.133 -0.883
C -0.986 4.935 -2.738
Si 2.118 2.631 -2.074
C 3.191 2.122 -3.556
C 2.566 4.485 -1.958
C 3.162 1.986 -0.568
C 4.466 2.476 -0.424
C 5.292 2.031 0.590
C 4.795 1.082 1.469
C 3.500 0.635 1.291
N 2.697 1.069 0.306
H -1.091 1.780 -5.798
H -0.050 3.060 -5.144
H -1.747 2.975 -4.679
H 0.026 -0.348 -5.243
H 0.413 -1.107 -3.710
H 1.577 -0.031 -4.481
H -2.555 0.113 -3.918
H -2.709 1.008 -2.406
H -1.851 -0.526 -2.435
H 1.061 4.062 0.371
H -0.566 4.551 0.844
H 0.361 5.539 -0.285
H -2.429 2.246 -0.248
H -3.065 2.969 -1.730
H -2.790 3.977 -0.309
H -0.120 5.143 -3.368
H -1.273 5.865 -2.236
H -1.806 4.655 -3.405
H 2.939 2.777 -4.396
H 3.054 1.096 -3.888
H 4.253 2.263 -3.333
H 1.872 5.100 -2.529
H 3.561 4.646 -2.386
H 2.581 4.864 -0.935
H 4.824 3.215 -1.129
H 6.300 2.415 0.693
H 5.387 0.689 2.284
H 3.074 -0.103 1.950
Cl -0.102 -5.394 1.345
C -1.829 -5.165 1.304
C -2.542 -5.905 0.391
C -3.918 -5.762 0.319
C -4.533 -4.840 1.138
C -3.801 -4.068 2.031
Cl -4.714 -2.816 2.824
C -2.414 -4.224 2.183
N -1.540 -3.542 3.013
C -1.634 -2.909 4.257
C -2.686 -3.120 5.146
C -2.778 -2.383 6.316
C -1.804 -1.448 6.633
C -0.692 -1.334 5.811
C -0.562 -2.085 4.650
C 0.756 -2.078 3.910
C 1.008 -0.879 2.986
O 1.106 0.250 3.470
O 1.121 -1.217 1.759
H -2.011 -6.585 -0.260
H -4.496 -6.337 -0.391
H -5.597 -4.663 1.072
H -0.618 -3.491 2.610
H -3.437 -3.859 4.918
H -3.619 -2.547 6.979
H -1.884 -0.848 7.530
H 0.118 -0.663 6.067
H 0.896 -2.979 3.315
H 1.551 -2.080 4.659
*
```

Its expectation value of S² is 1.16. As for the total energy: -137872.6325 eV.

=====

No. 2
C2H8O2P2S | the ωB97M-V functional and the def2-TZVPD basis

Structure (ORCA input):
```
! wB97M-V def2-TZVPD RIJCOSX def2/J DEFGRID3
* xyz 0 1
O 1.543 -2.943 -0.160
S 1.413 -1.549 -0.373
O 0.625 -0.680 0.959
P 3.277 -0.528 -0.077
P 2.261 1.333 -0.124
H 0.040 -1.341 1.399
H 3.536 -0.289 -1.554
H 3.538 2.033 -0.278
H 2.357 1.715 1.201
C -2.311 -0.926 -0.466
C -2.056 0.239 0.120
H -3.058 -1.677 0.042
H -1.787 -1.328 -1.337
H -2.342 0.615 1.164
H -1.350 0.960 -0.234
*
```

For the energy above the lowest of the compared OMol25 structures with the same formula, charge and spin, the calculation gives 306.4 kJ/mol. As for the structure (SMILES): O=S(O)#[PH]P.C=C. As for the total energy: -35707.9980 eV.